Record 1
A single C5H10O molecule. Source: OMol25; level of theory: the ωB97M-V functional and the def2-TZVPD basis.

XYZ file:
```
16
Properties=species:S:1:pos:R:3:nbo_charge:R:1
C -0.37 1.29 -0.78 -0.594
C -0.38 -0.06 -0.06 -0.319
C -1.59 -0.90 -0.50 -0.601
C 0.83 -0.91 -0.12 0.128
C 1.86 0.24 1.56 -0.204
O 1.73 -0.85 0.81 -0.372
H 0.41 1.95 -0.41 0.207
H -1.33 1.80 -0.63 0.207
H -0.22 1.16 -1.86 0.206
H -0.44 0.17 1.04 0.218
H -2.52 -0.34 -0.38 0.212
H -1.67 -1.82 0.10 0.214
H -1.50 -1.19 -1.55 0.205
H 0.90 -1.82 -0.71 0.170
H 1.79 1.18 1.05 0.155
H 2.49 0.11 2.43 0.169
```

Properties
ΔE to the lowest compared entry with this formula, charge and spin: 352.8 kJ/mol
LUMO energy (alpha / beta): 0.74 / 0.78 eV



Record 2
A single H2N6 molecule. Source: OMol25; level of theory: the ωB97M-V functional and the def2-TZVPD basis.

XYZ file:
```
8
Properties=species:S:1:pos:R:3:nbo_charge:R:1
N 3.33 -0.84 -0.14 -0.207
N 3.22 -1.56 0.83 0.182
N 2.12 -0.37 -0.51 -0.089
N 2.53 -2.11 1.56 0.011
N 1.15 -0.48 0.28 -0.069
N -0.09 -0.12 -0.02 -0.586
H -0.14 0.02 -1.01 0.362
H -0.72 -0.80 0.45 0.395
```

Properties
ΔE to the lowest compared entry with this formula, charge and spin: 169.3 kJ/mol
LUMO energy: -0.06 eV



Record 3
A molecular structure, C24H91BClF2N3O34PS2. Source: OMol25; level of theory: the ωB97M-V functional and the def2-TZVPD basis.

XYZ file:
```
159
Properties=species:S:1:pos:R:3:mulliken_charge:R:1
C 3.76 2.63 2.14 -0.715
C 2.77 1.72 1.15 0.427
O 1.39 1.70 1.71 0.504
B 0.47 2.52 0.83 -0.019
O 0.26 3.88 1.36 -0.972
C -0.15 1.77 -0.46 0.868
C -0.34 2.90 -1.67 0.961
C 1.14 3.37 -2.31 -0.417
C 1.68 4.80 -1.69 -0.819
N -1.03 4.17 -1.31 -0.430
C -1.64 4.78 -2.41 0.206
S -2.57 5.07 -3.83 -0.136
O -1.04 2.28 -2.77 -0.311
C -0.83 0.86 -2.93 -0.262
C -1.64 0.49 -4.30 -1.364
C -1.07 -0.15 -1.61 0.199
C -2.31 -1.22 -1.82 -1.038
C -2.25 -2.64 -0.94 0.270
C -2.80 -3.94 -1.83 -0.808
C -2.72 -5.36 -1.02 -0.637
S -1.03 -5.79 -0.33 0.980
O -0.64 -4.97 0.96 -0.431
O 0.12 -5.82 -1.39 -0.610
Cl -1.18 -7.80 0.35 -0.269
N 0.09 -1.00 -1.71 1.313
C 0.31 -1.84 -2.92 0.044
O 0.14 -3.20 -2.92 -0.314
F 0.90 -1.40 -4.24 -0.306
C 1.16 -1.34 -0.83 0.063
O 2.39 -0.77 -0.99 -0.401
F 1.21 -2.42 0.23 -0.251
N -1.26 0.76 -0.35 0.907
C -1.44 -0.07 0.87 -0.314
C -1.48 0.41 2.38 0.115
C -2.63 -0.42 3.28 -0.715
C -2.24 -1.98 3.54 0.280
O -3.24 -2.49 4.54 -0.481
C -4.20 -3.40 3.89 0.669
C -5.82 -3.05 3.74 -0.895
O -3.85 -4.62 3.40 -0.535
P -2.82 1.61 -0.29 0.632
C -3.07 3.00 0.86 -0.889
C -3.90 1.81 -1.76 -0.671
H 3.65 2.28 3.26 0.038
H 4.89 2.43 1.84 0.424
H 3.51 3.79 2.08 0.108
H 3.26 0.66 1.07 -0.257
H 2.76 2.16 0.04 0.016
H 1.15 4.21 1.70 0.263
H 0.89 1.31 -0.87 -1.119
H 1.93 2.52 -2.34 0.232
H 0.89 3.61 -3.45 0.413
H 2.73 5.00 -2.22 0.315
H 1.01 5.73 -1.99 0.167
H 1.91 4.78 -0.54 0.115
H 0.33 0.86 -3.26 0.425
H -2.77 0.80 -4.33 0.219
H -1.12 1.10 -5.18 0.362
H -1.54 -0.65 -4.63 0.280
H -3.38 -0.84 -1.55 0.338
H -2.42 -1.66 -2.91 0.408
H -3.02 -2.57 -0.03 0.326
H -1.21 -2.85 -0.45 -0.319
H -3.96 -3.72 -1.98 0.340
H -2.35 -3.98 -2.91 0.357
H -3.05 -6.27 -1.71 0.465
H -3.45 -5.29 -0.10 0.408
H -0.84 -1.10 0.91 -0.037
H -2.56 -0.51 0.78 0.066
H -0.45 0.09 2.90 0.133
H -1.63 1.52 2.66 0.166
H -3.65 -0.32 2.66 0.180
H -2.80 0.20 4.27 0.146
H -2.28 -2.66 2.58 -0.040
H -1.19 -2.09 4.10 0.165
H -6.44 -4.05 3.89 0.318
H -6.12 -2.33 4.64 0.309
H -6.09 -2.51 2.73 0.219
H -2.27 3.32 1.64 0.311
H -3.32 4.00 0.25 0.350
H -4.07 2.82 1.50 0.369
H -5.01 2.07 -1.41 0.454
H -4.02 0.96 -2.56 0.234
H -3.57 2.78 -2.38 -0.199
O 4.17 -1.40 -4.63 -0.610
H 4.13 -1.83 -3.76 0.315
H 3.27 -1.52 -4.99 0.307
O 5.35 -2.97 -7.45 -0.642
H 4.75 -3.72 -7.32 0.324
H 5.07 -2.33 -6.78 0.300
O -1.62 -3.32 6.65 -0.585
H -2.33 -3.24 5.99 0.336
H -1.58 -4.27 6.82 0.330
O 5.35 -0.02 -1.09 -0.578
H 5.10 0.52 -1.85 0.309
H 4.73 -0.76 -1.12 0.273
O 1.47 -3.38 7.86 -0.534
H 1.43 -3.81 8.73 0.351
H 0.57 -3.50 7.51 0.238
O -2.74 7.78 -6.41 -0.610
H -2.62 6.96 -5.91 0.252
H -1.96 8.31 -6.18 0.317
O 0.98 -10.64 0.40 -0.652
H 1.17 -10.44 1.33 0.337
H 0.42 -9.91 0.11 0.315
O 2.93 6.65 0.39 -0.569
H 3.72 7.21 0.41 0.246
H 2.23 7.25 0.07 0.361
O 4.21 -0.18 3.26 -0.508
H 3.41 -0.05 3.78 0.273
H 3.95 -0.83 2.59 0.215
O 2.33 9.04 -0.92 -0.600
H 3.12 9.60 -0.89 0.287
H 1.63 9.63 -1.24 0.295
O -1.71 5.18 -7.71 -0.630
H -2.62 5.44 -7.90 0.319
H -1.19 5.59 -8.42 0.311
O 6.85 1.42 3.56 -0.620
H 6.25 0.67 3.69 0.291
H 6.57 2.06 4.23 0.301
O 3.86 -4.96 -9.38 -0.661
H 3.98 -5.78 -8.88 0.348
H 4.64 -4.43 -9.15 0.313
O 2.57 -1.98 4.42 -0.485
H 2.74 -2.88 4.12 0.278
H 2.66 -2.03 5.38 0.233
O -0.04 -7.97 -3.32 -0.638
H -0.08 -7.23 -2.69 0.399
H 0.89 -8.25 -3.30 0.306
O 1.18 2.32 5.15 -0.674
H 1.42 2.13 4.23 0.306
H 1.77 3.04 5.40 0.316
O 1.81 -5.65 9.60 -0.631
H 2.41 -6.34 9.28 0.307
H 1.96 -5.64 10.56 0.311
O -4.52 8.17 -3.88 -0.735
H -4.28 7.98 -4.80 0.390
H -3.93 8.90 -3.63 0.326
O -6.57 10.11 -4.72 -0.630
H -6.02 9.41 -4.34 0.388
H -6.44 10.87 -4.13 0.295
O -2.27 1.75 5.77 -0.636
H -2.15 0.93 6.28 0.326
H -1.49 2.28 6.00 0.304
O 1.16 -2.10 10.39 -0.667
H 0.25 -1.84 10.19 0.317
H 1.68 -1.69 9.68 0.330
O -1.67 8.35 -4.08 -0.530
H -1.55 7.53 -3.57 0.259
H -0.89 8.88 -3.84 0.245
O 4.64 -2.48 8.25 -0.644
H 4.60 -2.91 9.11 0.321
H 3.75 -2.59 7.89 0.313
O 1.03 -4.16 -8.53 -0.625
H 1.00 -3.42 -7.90 0.291
H 1.96 -4.44 -8.50 0.346
O 3.53 -10.00 -0.74 -0.625
H 2.85 -10.26 -0.10 0.354
H 3.90 -9.19 -0.35 0.298
```

Properties
Total charge: +1
LUMO energy: -5.18 eV



Record 4
A molecular structure, C32H46BrN9O2PSSr. Source: OMol25; level of theory: the ωB97M-V functional and the def2-TZVPD basis.

XYZ file:
```
93
Properties=species:S:1:pos:R:3:mulliken_charge:R:1
Sr 0.47 0.70 -0.10 2.062
Br -2.20 -5.06 -6.34 -0.222
C -1.28 -4.38 -4.83 0.136
C -1.89 -3.43 -4.02 -0.765
C -1.20 -2.92 -2.94 0.273
C 0.08 -3.37 -2.64 -0.931
C 0.68 -4.33 -3.46 0.086
C 0.00 -4.83 -4.56 -0.745
N 0.76 -2.80 -1.55 0.448
C 1.35 -3.57 -0.73 -0.299
C 2.03 -3.12 0.48 0.270
C 2.47 -4.08 1.37 -1.151
C 2.99 -3.69 2.60 -0.535
C 3.05 -2.33 2.87 -0.599
C 2.57 -1.44 1.92 -0.205
N 2.06 -1.80 0.75 0.275
H -2.89 -3.09 -4.25 0.442
H -1.64 -2.17 -2.30 0.446
H 1.69 -4.65 -3.26 0.487
H 0.47 -5.56 -5.21 0.406
H 1.30 -4.66 -0.86 0.450
H 2.37 -5.13 1.12 0.358
H 3.32 -4.43 3.32 0.408
H 3.42 -1.96 3.81 0.324
H 2.53 -0.38 2.15 0.435
C -1.47 -2.48 1.45 -0.900
C -0.74 -2.29 2.75 0.457
C -0.70 -3.28 3.69 -0.554
C 0.01 -3.14 4.90 -0.886
C 0.66 -1.94 5.13 -0.636
C 0.67 -0.90 4.21 1.694
C 1.41 0.37 4.53 -1.820
C -0.04 -1.01 2.93 0.259
N 0.01 -0.12 1.98 -1.368
H -1.95 -3.46 1.41 0.384
H -0.78 -2.38 0.60 -0.322
H -2.23 -1.70 1.31 0.085
H -1.22 -4.22 3.49 0.274
H 0.02 -3.94 5.63 0.327
H 1.20 -1.81 6.06 0.345
H 0.89 0.97 5.28 0.430
H 1.46 0.99 3.62 0.087
H 2.42 0.18 4.90 0.304
N -1.16 2.60 0.19 -0.453
C -1.37 3.55 -0.46 0.477
N -1.43 4.63 -1.17 -0.703
C -2.52 4.94 -1.83 0.588
N -3.42 5.30 -2.47 -0.667
C 2.54 1.47 -4.68 -1.150
N 1.54 0.58 -4.12 0.363
C 1.91 -0.83 -4.16 -0.658
P 0.50 1.14 -2.95 0.953
O -0.21 0.03 -2.26 -1.095
N -0.52 2.25 -3.61 0.655
C -1.95 2.10 -3.31 -1.328
C -0.25 2.87 -4.90 -1.069
N 1.44 1.97 -1.83 0.418
C 1.72 3.41 -1.86 -1.466
C 2.56 1.14 -1.33 -1.840
H 2.45 1.54 -5.77 0.339
H 3.55 1.10 -4.44 0.341
H 2.45 2.48 -4.27 0.342
H 1.84 -1.21 -5.18 0.412
H 1.23 -1.39 -3.53 -0.119
H 2.93 -0.96 -3.79 0.291
H -2.09 1.70 -2.31 0.312
H -2.43 1.43 -4.03 0.378
H -2.42 3.08 -3.35 0.363
H 0.03 2.14 -5.66 0.291
H 0.54 3.63 -4.82 0.292
H -1.16 3.37 -5.22 0.423
H 0.98 3.89 -2.49 0.383
H 2.72 3.60 -2.25 0.300
H 1.63 3.84 -0.86 0.266
H 2.29 0.08 -1.35 0.842
H 2.84 1.39 -0.29 0.468
H 3.45 1.27 -1.95 0.228
C -3.28 4.35 5.23 -1.187
C -2.70 4.17 3.84 -0.473
S -1.27 3.04 3.81 0.579
O -0.53 3.32 5.09 -0.735
C -2.14 1.48 4.07 0.299
C -2.94 1.03 2.86 -0.836
H -3.83 5.29 5.30 0.383
H -2.47 4.36 5.96 0.298
H -3.96 3.55 5.50 0.274
H -2.33 5.10 3.43 0.453
H -3.43 3.77 3.13 0.262
H -2.74 1.59 4.97 0.527
H -1.33 0.78 4.27 -0.575
H -3.71 1.75 2.57 0.454
H -3.43 0.09 3.09 0.323
H -2.27 0.86 2.01 -0.234
```

Properties
Total charge: -1
ΔE to the lowest compared entry with this formula, charge and spin: 355.3 kJ/mol
LUMO energy (alpha / beta): 1.71 / 1.71 eV



Record 5
2 unconnected molecules or ions with the total composition H4I2Si2. Source: OMol25; level of theory: the ωB97M-V functional and the def2-TZVPD basis.

XYZ file:
```
8
Properties=species:S:1:pos:R:3:nbo_charge:R:1
Si 0.22 0.67 0.40 0.816
Si -0.22 -1.58 -0.48 0.342
I -0.90 -1.36 -2.88 -0.177
I 1.36 4.14 1.96 -0.502
H -1.09 1.05 0.82 -0.220
H 0.99 2.01 0.90 -0.054
H -1.31 -2.55 0.05 -0.078
H 0.95 -2.38 -0.78 -0.126
```

Properties
ΔE to the lowest compared entry with this formula, charge and spin: 408.5 kJ/mol
LUMO energy (alpha / beta): -3.35 / -3.26 eV



Ordered maximum force results: 0.022 0.111 0.202 0.118 0.029; unit Eh/bohr.